1.
C22H21EuF6N4O9S2 as an isolated structure at a distorted geometry. Source: the OMol25 dataset; level of theory: ωB97M-V/def2-TZVPD.

Properties
**E_HOMO (alpha / beta)**: -2.988 / -3.623 eV
**Charge**: -1
**<S²>**: 15.7588
**LUMO energy (alpha / beta)**: 1.6236 / 1.6220 eV
**Multiplicity**: 8
**HOMO-LUMO gap (alpha / beta)**: 0.169 / 0.193 Eh

Geometry as XYZ:
```
65
Properties=species:S:1:pos:R:3:forces:R:3
Eu 1.1475 -13.8973 11.7661 0.56 0.23 0.72
S -0.2176 -16.2519 10.2210 -0.39 -1.30 -0.87
S -0.3679 -16.9576 12.7767 0.25 1.65 0.27
F 2.2503 -17.8140 12.7819 -2.00 -0.20 0.79
F 0.8609 -19.1682 13.8175 -0.01 0.21 -0.12
F -1.1805 -16.6817 7.7907 -1.45 -0.16 -0.26
F -0.4453 -18.4807 8.5892 0.14 -1.17 0.31
F 1.2401 -17.1428 14.6346 0.49 -1.58 -0.44
F -2.3704 -17.8021 9.4115 1.39 0.61 -1.40
O -1.6161 -17.2488 13.4207 0.67 -0.87 -0.06
O 1.1629 -15.9360 9.8845 -0.84 -0.37 -0.66
O -0.9983 -15.0687 10.5481 -0.26 -0.53 -0.71
O 0.3033 -12.4302 13.3842 0.28 1.30 1.93
O 3.2927 -14.9744 11.8229 0.26 0.15 0.01
O -1.8528 -10.9237 14.5160 -0.66 0.95 -0.35
O 1.5910 -11.9066 10.7260 0.50 2.80 -1.95
O 0.1090 -15.5798 13.0613 -0.84 -2.47 -0.59
O 0.7725 -10.6979 8.9590 1.20 0.12 1.06
N 4.1668 -14.0114 13.7499 2.37 -1.09 -0.39
N 3.6607 -10.2621 11.1920 -0.60 -0.18 -0.03
N -0.3231 -17.4267 11.2512 -0.02 0.33 1.76
N 2.9567 -13.5519 14.0071 -2.39 2.07 1.70
C -0.6953 -11.1274 15.1916 2.69 -1.59 0.08
C -1.1648 -17.4436 8.8909 1.05 2.84 1.48
C 1.6019 -10.9533 9.8397 -0.69 -1.73 0.31
C 6.7201 -16.8584 10.9460 0.41 0.55 -0.68
C 2.8185 -8.6463 9.5970 0.68 0.54 0.29
C 1.5021 -11.8960 16.8223 0.05 1.39 1.12
C 4.1649 -8.1308 10.1926 -0.15 -0.09 1.16
C 2.9355 -10.1455 9.8448 -0.81 0.16 0.29
C 1.0817 -17.9026 13.5027 1.00 1.64 0.74
C -2.7796 -11.9567 14.1210 0.29 1.02 -0.16
C 7.8882 -16.3990 11.5247 0.75 -0.51 0.51
C 2.7876 -12.8610 15.1337 0.95 -1.40 -3.65
C 7.8930 -15.5380 12.6302 0.55 -0.93 -0.97
C 0.4518 -11.9147 14.5880 -1.73 -0.58 -0.21
C 1.5841 -12.1685 15.4624 -1.42 -0.48 -0.37
C 0.5572 -11.0107 17.3034 -0.63 -0.01 0.52
C 6.7096 -15.0247 13.0461 -1.47 0.52 0.39
C 4.4867 -9.0318 11.4244 -0.96 0.94 0.53
C 4.2448 -14.7537 12.6422 -1.84 0.88 1.29
C 5.5212 -16.2959 11.3065 0.54 0.13 1.90
C -0.4848 -10.5580 16.4455 0.03 -0.43 -0.33
C 5.5181 -15.4043 12.3794 1.21 0.57 -0.41
H 4.2534 -7.1028 10.5588 -0.52 0.02 -0.49
H 4.2361 -11.1016 11.1792 -0.19 -0.16 0.26
H 4.2372 -8.5243 12.4247 0.15 -1.04 -1.52
H -2.3781 -12.4638 13.2556 0.01 -0.25 -0.27
H 6.6674 -14.3019 13.8682 -0.23 -0.40 -0.31
H -2.9581 -12.6822 14.9097 -0.04 0.02 0.26
H 8.8294 -15.3590 13.1390 0.04 0.32 -0.01
H 3.6373 -12.6486 15.7839 0.18 -0.48 0.01
H 1.9388 -8.1769 10.0959 0.55 -0.55 -0.40
H -1.1465 -9.7512 16.7433 -0.32 -0.36 0.32
H 8.8476 -16.7776 11.1976 0.01 -0.17 -0.15
H 3.5692 -10.6254 9.1023 0.20 0.09 -0.02
H 2.7720 -8.4808 8.5063 -0.16 0.12 0.64
H 4.9592 -8.2801 9.4950 0.48 -0.05 -0.72
H 6.7398 -17.5389 10.1180 0.21 -0.41 -0.24
H 2.9435 -10.4119 11.9165 0.08 -0.28 -0.17
H 0.4962 -10.7863 18.3889 0.18 0.11 -0.90
H 4.5620 -16.5922 10.9691 -0.58 -0.17 -0.77
H 5.5144 -9.3438 11.4445 0.45 0.04 0.12
H 2.2823 -12.2972 17.5063 -0.60 0.36 -0.59
H -3.7227 -11.4042 13.8453 0.95 -0.66 0.38
```
Forces are in eV/Å.



2.
One molecule with the formula C22H21F2NO2. Source: the OMol25 dataset; level of theory: ωB97M-V/def2-TZVPD.

Properties
**SMILES**: COc1ccccc1CNCC(O)(c1ccc(F)cc1)c1ccc(F)cc1
**E_HOMO**: -8.647 eV
**LUMO energy**: 0.6532 eV
**Multiplicity**: 1
**HOMO-LUMO gap**: 0.342 Eh
**Relative energy (zero: lowest compared OMol25 entry of this formula, charge and spin)**: 4.0 kcal per mole

Geometry as XYZ:
```
48
Properties=species:S:1:pos:R:3:forces:R:3
F -0.6147 -4.0635 -5.1235 0.02 0.06 0.08
F -2.0025 4.5709 -2.8077 0.04 -0.08 0.03
O -0.8880 -0.8445 0.1443 -0.13 0.03 0.14
O -1.0365 0.4938 2.7191 0.40 0.06 -0.11
N 1.8741 0.9942 0.1667 0.18 0.26 -0.08
C -0.4706 -3.1806 -4.1111 0.00 0.09 0.10
C -1.3421 -3.2281 -3.0409 0.07 -0.10 -0.29
C 1.3085 0.5824 2.5048 -0.26 0.08 0.00
C 0.2027 1.7588 -2.2779 -0.24 0.01 0.08
C 1.6406 -1.1130 4.6817 0.05 0.00 -0.01
C 0.5469 -2.2478 -4.1712 -0.10 -0.17 -0.15
C -0.0571 -0.3667 -0.8947 0.40 0.05 -0.20
C -0.1663 -1.3705 -2.0391 -0.04 -0.19 0.24
C -0.5652 0.9692 -1.4274 -0.11 0.02 0.21
C -1.1835 -2.3177 -2.0129 0.09 0.07 0.04
C 0.1910 0.0961 3.1948 0.31 0.07 -0.02
C -1.5352 3.3861 -2.3593 -0.02 -0.12 0.07
C -2.3299 2.6153 -1.5325 0.04 0.29 -0.19
C 1.4166 -0.2685 -0.3640 -0.07 -0.04 -0.19
C -1.8357 1.4091 -1.0730 0.15 -0.07 -0.03
C 0.6916 -1.3460 -3.1331 -0.09 -0.08 0.11
C -2.1963 0.0219 3.3639 -0.26 -0.11 0.10
C 2.5740 0.1991 2.9177 -0.16 -0.04 0.07
C 0.3658 -0.7462 4.2845 -0.31 0.00 0.01
C -0.2746 2.9708 -2.7441 -0.10 0.16 -0.06
C 1.1629 1.5123 1.3275 -0.10 0.13 -0.07
C 2.7480 -0.6474 3.9983 0.10 -0.03 0.06
H 0.0994 1.7150 1.1306 0.18 0.03 0.05
H 1.2123 -2.2327 -5.0199 0.05 -0.02 -0.09
H 0.3175 3.5893 -3.4001 0.03 0.09 -0.07
H -2.2665 -1.0685 3.3110 0.01 0.03 0.03
H -2.1298 -3.9645 -3.0196 -0.07 -0.09 -0.02
H 1.6356 2.4682 1.5794 -0.15 -0.04 -0.01
H 1.4902 -0.6246 -3.1985 0.09 0.07 0.01
H -2.4480 0.7906 -0.4346 -0.02 -0.03 0.04
H -0.8251 -0.2462 0.9030 -0.07 -0.01 0.04
H -2.2333 0.3448 4.4082 0.03 -0.02 -0.04
H 2.1152 -0.5504 -1.1526 -0.05 -0.06 0.02
H -3.0316 0.4633 2.8224 0.02 -0.05 0.07
H -0.4837 -1.1265 4.8291 -0.10 -0.03 0.03
H -3.3151 2.9582 -1.2593 -0.10 0.07 0.01
H 3.7404 -0.9383 4.3062 0.09 -0.03 0.03
H 3.4238 0.5707 2.3665 0.11 0.04 -0.09
H -1.8526 -2.3407 -1.1692 -0.06 -0.03 0.06
H 1.5011 -1.0152 0.4318 -0.03 -0.07 -0.18
H 1.1796 1.4334 -2.5990 0.14 -0.03 -0.03
H 1.7599 -1.7697 5.5303 0.00 -0.06 0.07
H 1.8862 1.7042 -0.5567 0.05 -0.09 0.15
```
Forces are in eV/Å.



3.
C22H21MgN5O2S as an isolated structure. Source: the OMol25 dataset; level of theory: ωB97M-V/def2-TZVPD.

Properties
**E_HOMO**: -7.206 eV
**LUMO energy**: 0.2560 eV
**Multiplicity**: 1
**HOMO-LUMO gap**: 0.274 Eh
**Relative energy (zero: lowest compared OMol25 entry of this formula, charge and spin)**: 34.8 kcal per mole

Geometry as XYZ:
```
52
Properties=species:S:1:pos:R:3:forces:R:3
S -1.7755 -0.0273 -4.7264 -0.02 -0.17 -0.20
Mg 0.3364 -0.0666 0.2979 0.13 -0.12 0.01
O -0.4458 -1.1630 1.6719 -0.29 -0.32 0.03
O 2.2350 -0.1087 0.6183 0.02 0.35 -0.01
N -1.4230 1.2025 0.4021 -0.21 0.11 -0.04
N 0.5810 3.3819 0.7952 -0.16 -0.22 -0.09
N 0.4861 -1.7901 -1.0309 0.12 -0.25 -0.09
N -0.6823 0.5736 -2.5075 0.30 0.22 -0.27
N 0.3144 -3.0256 -0.5302 -0.06 0.20 0.02
C 0.9409 -3.9580 -1.2578 0.07 -0.05 0.08
C 2.9303 0.7274 1.3613 -0.05 -0.25 -0.07
C -3.9643 -1.4210 0.7642 -0.05 0.00 -0.03
C 1.4797 2.5121 0.5829 0.17 0.03 -0.03
C 4.6910 1.1752 2.9580 0.04 0.03 0.04
C -1.6623 2.6471 0.1634 0.07 -0.20 -0.03
C -3.2710 -3.3980 1.9006 -0.07 -0.01 -0.01
C -2.0098 -2.8770 2.0801 -0.06 -0.01 -0.05
C -0.4321 3.4386 -0.2496 0.09 0.14 0.13
C 1.2529 -1.9569 -2.1034 -0.02 0.08 0.03
C -1.5360 -0.2414 -3.0549 -0.06 0.07 0.36
C -0.1563 1.4153 -3.4661 0.01 -0.21 0.14
C -2.5098 0.5239 0.5019 0.13 -0.23 0.09
C 1.5771 -3.3057 -2.2913 -0.09 0.01 -0.05
C 3.2105 2.9491 2.3471 0.02 0.02 0.01
C 4.2793 2.5056 3.0991 -0.02 -0.10 -0.06
C -4.2702 -2.6808 1.2252 0.15 0.00 0.05
C 2.5606 2.0834 1.4686 -0.21 0.33 -0.09
C -2.6815 -0.8677 0.9021 0.02 0.28 -0.03
C 4.0420 0.3013 2.1103 -0.01 0.02 0.02
C -1.6548 -1.6075 1.5578 0.06 0.16 0.01
C -0.6135 1.2201 -4.7283 -0.02 0.16 0.00
H -5.2609 -3.0942 1.0974 0.02 0.00 0.01
H 2.1863 -3.7410 -3.0634 -0.03 0.01 0.00
H -1.2464 -3.4143 2.6314 -0.02 -0.02 0.00
H 2.8677 3.9751 2.4138 0.00 -0.01 -0.01
H 4.7935 3.1735 3.7767 0.01 -0.01 0.00
H -3.4548 1.0397 0.2991 -0.05 0.00 0.03
H -4.7311 -0.8225 0.2811 0.00 -0.01 0.01
H -3.4988 -4.3785 2.3039 0.00 0.02 -0.01
H 1.4789 1.9803 -0.3874 0.03 -0.03 -0.02
H -2.0512 3.0800 1.0866 0.03 -0.01 0.05
H 5.5354 0.8171 3.5358 -0.01 0.00 0.00
H -0.3369 1.7430 -5.6291 -0.03 0.00 0.04
H 4.3452 -0.7345 2.0281 0.02 0.00 0.00
H 1.5473 -1.0984 -2.6859 0.01 -0.04 0.02
H 0.8966 -4.9983 -0.9822 0.02 0.02 -0.02
H -0.7484 4.4725 -0.4007 0.01 0.02 0.03
H -2.4283 2.7600 -0.6088 -0.02 0.02 -0.02
H -0.1937 -3.1339 0.3355 -0.01 0.04 0.02
H -2.0627 -1.0071 -2.4993 0.02 0.04 -0.02
H -0.0517 3.0707 -1.2094 0.01 -0.08 -0.01
H 0.5851 2.1492 -3.1850 -0.01 -0.02 0.01
```
Forces are in eV/Å.



4.
One molecule with the formula C22H21N2O4P at a distorted geometry. Source: the OMol25 dataset; level of theory: ωB97M-V/def2-TZVPD.

Properties
**SMILES**: COP(=O)(OC)c1nc(-c2cccc3ccccc23)oc1NCc1ccccc1
**E_HOMO**: -7.506 eV
**LUMO energy**: 0.0138 eV
**Multiplicity**: 1
**HOMO-LUMO gap**: 0.276 Eh
**Relative energy (zero: lowest compared OMol25 entry of this formula, charge and spin)**: 0.0 kcal per mole

Geometry as XYZ:
```
50
Properties=species:S:1:pos:R:3:forces:R:3
P -0.8393 2.4656 2.4283 0.70 0.61 -0.73
O 1.0038 0.0732 -0.0853 1.08 -0.42 0.31
O -0.4350 2.6250 4.0109 -0.91 -0.68 -2.16
O -0.5927 3.7284 1.6455 0.12 -1.11 0.83
O -2.4517 2.1717 2.3172 1.64 0.09 0.87
N 0.8048 2.4209 -0.2397 1.23 0.20 -0.87
N 0.1647 -0.2909 1.9541 0.69 0.11 -0.72
C 3.3785 -4.3994 -1.9448 0.61 -2.58 1.08
C -0.5059 0.7933 -2.9187 0.01 1.00 0.30
C 1.8388 -2.9914 -0.0846 -0.85 -0.61 1.07
C 2.3523 -2.3907 -1.2110 0.94 1.87 -2.07
C 0.5300 -3.0464 1.9867 -0.23 1.54 0.00
C -1.3653 3.4382 4.7424 -0.38 0.27 0.27
C 0.7770 -0.8310 0.9390 -1.31 -1.18 1.25
C -1.7733 0.4581 -3.3735 0.12 -0.35 0.17
C -0.3186 2.0663 -2.3228 -0.20 -0.42 -0.59
C 0.9998 2.4224 -1.6916 -0.06 -0.79 -0.10
C 3.1429 -3.0681 -2.1259 -0.60 1.41 -0.12
C -1.3938 2.9555 -2.1952 -0.89 -1.18 -0.28
C -2.6742 2.5510 -2.5889 0.27 -0.22 -0.40
C 1.0481 -2.3286 0.9209 0.02 1.13 -0.38
C 0.6652 1.2636 0.4506 -0.49 1.41 -1.89
C 2.0851 -4.3933 0.0670 -0.29 0.31 0.64
C 0.7609 -4.3921 2.1116 0.35 -2.42 -0.71
C 2.9044 -5.0832 -0.8262 0.10 0.58 -1.16
C -2.8849 2.1212 0.9626 -0.44 -1.08 -1.34
C 0.0912 1.0644 1.6360 -1.70 1.05 2.97
C 1.4967 -5.0664 1.1477 -0.19 -0.47 1.58
C -2.8561 1.3099 -3.1922 1.21 0.33 0.35
H 0.3282 0.0786 -3.0088 -0.43 0.51 0.08
H -3.5397 3.1944 -2.4595 0.20 0.07 0.06
H 2.1678 -1.3320 -1.4686 0.01 -0.67 0.61
H -2.5908 2.9698 0.3080 0.28 -0.51 0.83
H 3.5718 -2.5583 -3.0019 -0.39 -0.17 0.52
H 1.3855 3.3662 -2.0813 -0.15 0.18 0.54
H -3.8040 0.9874 -3.5134 -1.12 -0.22 -0.31
H 1.6956 -6.1426 1.2989 -0.15 0.64 -0.28
H 1.7506 1.6756 -1.9865 -0.15 0.10 0.29
H -2.5587 1.1361 0.5157 -0.17 1.10 0.21
H -1.7702 4.2689 4.1330 0.23 -0.47 0.26
H -1.3456 3.9058 -1.7022 0.58 0.40 0.17
H 0.3115 -4.9871 2.9196 0.27 0.51 -0.28
H -0.0627 -2.5626 2.7650 0.25 0.16 -0.45
H 3.9857 -4.9595 -2.6338 0.20 0.00 -0.30
H 3.1025 -6.1380 -0.6249 0.02 0.32 -0.32
H 0.3298 3.2351 0.1721 0.20 -0.54 0.15
H -0.8590 3.8452 5.6157 0.19 -0.03 -0.17
H -1.9240 -0.5204 -3.8148 -0.06 0.06 -0.07
H -2.1555 2.7774 5.0891 -0.28 0.20 0.00
H -3.9724 2.1128 0.9582 -0.07 -0.05 0.29
```
Forces are in eV/Å.